1.
Entry from the Open Molecules 2025 dataset: 2 unconnected molecules or ions with the total composition C3H11N2 in a non-equilibrium geometry (ωB97M-V with the def2-TZVPD basis set).

Computed properties:
strongest force on any atom = 2.53 eV/Å
ΔE to the lowest compared entry with this formula, charge and spin = 33.37 kcal per mole
LUMO energy = -3.16 eV
electronic energy = -230.12920 a.u.
M = 75.13 g mol⁻¹
net charge = +1

Atoms and positions in Å:
N: 0.03 -1.90 0.96
N: -1.02 0.04 -0.98
C: 0.64 1.79 -0.43
C: 0.25 0.73 -1.42
C: 0.02 -1.61 2.22
H: 0.96 -0.09 -1.53
H: 0.02 1.11 -2.42
H: 0.22 2.78 -0.63
H: 1.69 1.86 -0.15
H: 0.92 -2.34 0.76
H: -0.91 -1.57 2.78
H: -0.88 -0.28 0.00
H: -1.86 0.61 -1.05
H: 0.92 -1.83 2.78
H: -1.16 -0.86 -1.44
H: 0.18 1.57 0.54

How positive or negative is each atom? The natural (NBO) charges in e answer that: atom 1 (N): -0.685, atom 2 (N): -0.690, atom 3 (C): -0.656, atom 4 (C): -0.216, atom 5 (C): -0.013, atom 6 (H): 0.230, atom 7 (H): 0.232, atom 8 (H): 0.245, atom 9 (H): 0.264, atom 10 (H): 0.361, atom 11 (H): 0.194, atom 12 (H): 0.466, atom 13 (H): 0.436, atom 14 (H): 0.172, atom 15 (H): 0.447, atom 16 (H): 0.215


2.
Entry from the Open Molecules 2025 dataset: a single C20H29N3O3S molecule (ωB97M-V with the def2-TZVPD basis set).

Computed properties:
strongest force on any atom = 0.56 eV/Å
ΔE to the lowest compared entry with this formula, charge and spin = 73.98 kcal per mole
LUMO energy = 0.13 eV
electronic energy = -1567.60869 a.u.
SMILES = CC[C@@H](CC(=O)N(C)[C@@H]1CN(C(=O)/C=C/c2cc(C)no2)CC12CC2)SC
M = 391.54 g mol⁻¹

Atoms and positions in Å:
S: 0.77 0.70 0.88
O: 0.15 3.80 3.60
O: -3.22 0.07 3.26
O: -2.04 -2.19 -0.60
N: -1.46 -0.13 -1.52
N: 1.09 4.60 4.23
N: -3.03 0.69 1.11
C: -1.31 -0.32 -2.97
C: 1.95 4.97 6.47
C: 0.05 -1.42 3.40
C: 0.62 -1.12 0.91
C: -1.80 1.92 2.80
C: -3.99 -0.17 -0.83
C: 1.97 1.02 2.19
C: 0.12 3.24 5.74
C: -3.96 -0.35 0.67
C: -1.40 2.03 4.07
C: -2.75 0.83 2.43
C: -0.33 -1.69 1.95
C: -2.72 0.59 -1.22
C: -2.56 1.51 0.00
C: 1.06 4.27 5.49
C: -4.71 -1.12 -1.72
C: 0.26 -1.61 -0.51
C: -5.28 0.25 -1.49
C: -0.42 2.99 4.52
C: -1.19 -1.39 -0.88
H: -4.28 -1.34 -2.69
H: 0.43 -2.69 -0.54
H: -5.23 0.97 -2.30
H: -3.19 2.39 -0.13
H: -4.95 -0.21 1.13
H: -1.53 1.81 0.12
H: -5.19 -1.96 -1.25
H: -6.15 0.34 -0.86
H: -0.37 -0.83 -3.18
H: -0.12 2.76 6.67
H: 1.09 -1.70 3.60
H: 0.92 -1.12 -1.23
H: -2.91 1.19 -2.10
H: 2.33 2.03 2.04
H: -1.42 2.59 2.05
H: -1.80 1.34 4.80
H: 2.66 5.60 5.94
H: -1.34 -1.32 1.77
H: -0.07 -0.36 3.64
H: 1.36 5.60 7.14
H: -0.38 -2.78 1.79
H: -2.12 -0.92 -3.39
H: 1.52 0.95 3.18
H: -3.59 -1.33 0.97
H: 2.49 4.25 7.08
H: -1.28 0.65 -3.47
H: -0.59 -1.98 4.07
H: 2.81 0.33 2.12
H: 1.63 -1.49 1.11

How positive or negative is each atom? The natural (NBO) charges in e answer that: atom 1 (S): 0.181, atom 2 (O): -0.294, atom 3 (O): -0.640, atom 4 (O): -0.560, atom 5 (N): -0.526, atom 6 (N): -0.129, atom 7 (N): -0.426, atom 8 (C): -0.399, atom 9 (C): -0.642, atom 10 (C): -0.608, atom 11 (C): -0.307, atom 12 (C): -0.252, atom 13 (C): -0.077, atom 14 (C): -0.743, atom 15 (C): -0.342, atom 16 (C): -0.211, atom 17 (C): -0.200, atom 18 (C): 0.647, atom 19 (C): -0.412, atom 20 (C): -0.027, atom 21 (C): -0.223, atom 22 (C): 0.155, atom 23 (C): -0.397, atom 24 (C): -0.507, atom 25 (C): -0.405, atom 26 (C): 0.292, atom 27 (C): 0.738, atom 28 (H): 0.214, atom 29 (H): 0.229, atom 30 (H): 0.207, atom 31 (H): 0.193, atom 32 (H): 0.207, atom 33 (H): 0.239, atom 34 (H): 0.225, atom 35 (H): 0.214, atom 36 (H): 0.208, atom 37 (H): 0.236, atom 38 (H): 0.194, atom 39 (H): 0.231, atom 40 (H): 0.211, atom 41 (H): 0.239, atom 42 (H): 0.225, atom 43 (H): 0.246, atom 44 (H): 0.237, atom 45 (H): 0.215, atom 46 (H): 0.207, atom 47 (H): 0.228, atom 48 (H): 0.207, atom 49 (H): 0.181, atom 50 (H): 0.214, atom 51 (H): 0.228, atom 52 (H): 0.224, atom 53 (H): 0.205, atom 54 (H): 0.223, atom 55 (H): 0.213, atom 56 (H): 0.214


| no. | Kohn-Sham gap (eV) |
| --- | --- |
| 1 | 11.448 |
| 2 | 8.568 |